No. 1
C32H50N6O3PPtSi | ωB97M-V/def2-TZVPD

## Properties
2S+1: 3
Charge: +1
E in hartree: -2553.65194
Highest occupied orbital energy (spin up / spin down) in eV: -10.3 / -10.9
LUMO (spin up / spin down) in eV: -1.543 / -4.156

Cartesian coordinates (Å):
Pt1 0.66595 -1.47644 -0.29433
C1 -0.25034 -3.59984 1.93584
Si1 -0.74439 -4.14234 0.18861
C2 -0.85855 -6.02290 0.27342
C3 -2.38372 -3.46558 -0.45260
N1 0.46500 -3.38133 -0.86680
C4 1.23826 -3.89786 -1.84710
C5 1.22873 -5.27029 -2.19386
C6 2.06102 -5.77664 -3.16220
C7 2.94954 -4.94327 -3.83717
C8 2.98354 -3.58743 -3.54177
C9 2.14149 -3.06894 -2.57896
O1 2.07304 -1.72179 -2.31757
C10 3.12385 -0.88451 -2.65667
C11 2.83289 0.20566 -3.46043
C12 3.84522 1.09368 -3.79536
C13 5.13109 0.90157 -3.31127
C14 5.40534 -0.18758 -2.49470
C15 4.40468 -1.08751 -2.16493
H1 -1.14312 -3.50435 2.55810
H2 0.25057 -2.63361 1.94720
H3 0.40808 -4.33703 2.39954
H4 -1.51018 -6.28912 1.10834
H5 0.11022 -6.49180 0.45680
H6 -1.29390 -6.45816 -0.62852
H7 -3.21564 -3.90461 0.10406
H8 -2.52348 -3.70415 -1.50919
H9 -2.42213 -2.38502 -0.32559
H10 0.55049 -5.92624 -1.66983
H11 2.03059 -6.83265 -3.39433
H12 3.61253 -5.33955 -4.59326
H13 3.66624 -2.93264 -4.06497
H14 1.82146 0.33005 -3.82956
H15 3.62997 1.93151 -4.44701
H16 5.91939 1.59270 -3.57878
H17 6.40507 -0.34052 -2.11072
H18 4.60782 -1.94279 -1.53246
N2 1.32141 0.37319 0.20538
C16 1.59112 1.49075 0.08077
N3 1.96811 2.73645 0.05241
C17 2.07546 3.50632 -1.18743
C18 3.32408 4.37432 -1.11134
O2 3.30531 5.18024 0.04981
C19 3.28548 4.40045 1.22888
C20 2.03883 3.52744 1.28700
H19 1.19703 4.15255 -1.28803
H20 2.13738 2.82523 -2.03137
H21 3.35407 5.05158 -1.96356
H22 4.22054 3.74058 -1.12563
H23 3.28881 5.09542 2.06663
H24 4.18311 3.77099 1.28138
H25 1.14775 4.15754 1.36804
H26 2.08340 2.85370 2.14168
O3 -1.30209 -0.84468 1.09690
P1 -1.88940 0.50926 1.29526
N4 -3.45497 0.47493 1.84467
C21 -3.89236 -0.61084 2.74274
C22 -5.33857 -0.86638 2.32528
C23 -5.79800 0.52378 1.88068
C24 -4.59325 1.02646 1.09273
N5 -1.01284 1.37833 2.42059
C25 -1.67059 2.26814 3.37923
C26 -0.48150 2.88815 4.10850
C27 0.55045 1.74155 4.17476
C28 0.06139 0.69043 3.15958
N6 -1.88570 1.41126 -0.08853
C29 -1.92966 2.87019 -0.19130
C30 -2.27828 3.12738 -1.65789
C31 -1.71232 1.89952 -2.37543
C32 -2.03342 0.77117 -1.40546
H27 -3.84928 -0.27936 3.78641
H28 -3.24916 -1.48469 2.63095
H29 -5.93959 -1.27435 3.13548
H30 -5.36940 -1.55586 1.47897
H31 -5.95824 1.15826 2.75470
H32 -6.70855 0.51454 1.28457
H33 -4.54514 2.11637 1.05019
H34 -4.62289 0.64174 0.06666
H35 -2.30199 1.70905 4.08186
H36 -2.29539 2.99987 2.86667
H37 -0.75388 3.25968 5.09473
H38 -0.09435 3.72312 3.52301
H39 0.59262 1.30923 5.17286
H40 1.55085 2.09753 3.92982
H41 -0.31812 -0.19787 3.67599
H42 0.83371 0.36177 2.46643
H43 -0.95040 3.29474 0.06470
H44 -2.66839 3.31011 0.48263
H45 -1.86975 4.06853 -2.02370
H46 -3.36235 3.15562 -1.78000
H47 -0.62792 1.98998 -2.49014
H48 -2.15654 1.74228 -3.35661
H49 -1.35772 -0.07941 -1.50036
H50 -3.05555 0.40503 -1.56469

Cartesian forces (eV/Å) of the 2 atoms listed first:
0.317 0.028 -0.073
-0.212 -0.113 -0.312

No. 2
CH2Cl2F18O4P4V | ωB97M-V/def2-TZVPD

## Properties
2S+1: 4
Charge: -4
E in hartree: -5368.04175
Highest occupied orbital energy (spin up / spin down) in eV: 4.9 / 4.9
LUMO (spin up / spin down) in eV: 7.293 / 7.321

Cartesian coordinates (Å):
V1 36.87387 -13.58449 19.62407
P1 38.27665 -15.62086 20.19217
O1 37.38831 -14.75734 21.19882
O2 38.89306 -14.02546 19.98559
O3 38.09278 -15.16280 18.64221
O4 39.71940 -15.97229 20.65070
P2 35.15603 -10.81958 17.72633
F1 34.52641 -9.47961 17.04198
F2 34.13320 -10.74923 18.95805
F3 34.10234 -11.71633 16.88309
F4 35.76453 -12.27289 18.32909
F5 36.21143 -10.91532 16.51055
F6 36.20079 -9.99247 18.57604
P3 39.66177 -11.36242 17.99733
F7 40.59829 -12.61800 18.40249
F8 39.17523 -12.25323 16.73229
F9 38.42823 -11.96894 18.93521
F10 38.72129 -10.15475 17.59387
F11 40.25808 -10.55226 19.25793
F12 40.87377 -10.71551 17.08628
P4 37.40981 -11.28525 22.50930
F13 38.84955 -11.88757 22.21941
F14 36.81613 -12.02928 21.11917
F15 37.06841 -12.62904 23.35617
F16 35.88946 -10.80621 22.81981
F17 37.93021 -10.57145 23.87316
F18 37.69846 -9.97676 21.66633
C1 33.98346 -15.85023 21.07353
Cl1 34.52875 -17.52715 21.18910
Cl2 34.59313 -15.07523 19.58127
H1 32.90515 -15.90772 21.05089
H2 34.35476 -15.31617 21.93887

Cartesian forces (eV/Å) of the 2 atoms listed first:
4.303 0.461 1.255
7.038 6.036 0.623

No. 3
C4H7N2 | ωB97M-V/def2-TZVPD

## Properties
2S+1: 3
Charge: +1
E in hartree: -265.60703
Highest occupied orbital energy (spin up / spin down) in eV: -13.1 / -17.3
LUMO (spin up / spin down) in eV: -4.984 / -7.893

Cartesian coordinates (Å):
C1 0.02040 -0.94892 1.44418
C2 -0.87527 0.00280 0.84990
C3 -0.20636 0.03667 -0.43875
C4 0.75316 0.98749 -0.96676
N1 1.24853 -1.28659 1.70879
N2 0.20346 -2.24682 1.93998
H1 -1.88709 -0.35121 0.61846
H2 -0.66183 0.88399 1.32999
H3 -0.49590 -0.73147 -1.06077
H4 1.64279 0.48831 -1.06078
H5 0.75936 1.94909 -0.48339
H6 0.35903 1.23421 -1.98037
H7 0.36036 -3.05625 1.23353

Cartesian forces (eV/Å) of the 2 atoms listed first:
-0.988 -1.922 0.668
-0.423 -1.288 -0.628

No. 4
C6H10O | ωB97M-V/def2-TZVPD

## Properties
Structure (SMILES): C#C[C@](C)(O)CC
E in hartree: -309.71833
Highest occupied orbital energy in eV: -8.8
LUMO in eV: 0.889

Cartesian coordinates (Å):
C1 -0.84833 -1.72871 1.79885
C2 -0.44344 -0.86728 1.05717
C3 -0.07601 0.28348 0.34776
C4 1.38615 0.14888 1.37245
O1 -0.90947 1.39679 0.51963
C5 0.40304 0.24377 -1.09074
C6 -0.70389 0.14644 -2.13887
H1 -1.70581 -2.35981 1.75992
H2 1.27563 0.00943 2.46687
H3 2.07976 -0.63013 1.00834
H4 1.76365 1.13106 1.16805
H5 -1.35528 1.30599 1.37422
H6 0.98462 1.16304 -1.24416
H7 1.08766 -0.60306 -1.17846
H8 -0.27006 0.13234 -3.14496
H9 -1.38257 1.00033 -2.06554
H10 -1.28566 -0.77254 -2.01054

Cartesian forces (eV/Å) of the 2 atoms listed first:
-0.749 -0.887 0.198
-1.783 -0.227 -1.241

No. 5
C19H24IrNO4S3 | ωB97M-V/def2-TZVPD

## Properties
2S+1: 5
E in hartree: -2392.83163
Highest occupied orbital energy (spin up / spin down) in eV: -5.9 / -9.2
LUMO (spin up / spin down) in eV: 0.130 / -2.142

Cartesian coordinates (Å):
Ir1 0.78960 -0.38490 0.56836
O1 4.04503 -2.78548 0.08604
C1 2.97237 -2.23681 0.03412
O2 2.78256 -0.94927 0.29212
C2 1.70621 -2.97809 -0.32941
C3 1.69967 -4.28896 -0.67604
C4 0.45857 -4.88778 -1.04877
C5 -0.65976 -4.11277 -1.13372
C6 -0.60228 -2.73621 -0.82167
N1 0.57755 -2.21314 -0.31534
C7 -1.72052 -1.89679 -1.08535
O3 -2.82333 -2.16206 -1.47957
O4 -1.36898 -0.50998 -0.79552
H1 2.63177 -4.83412 -0.67072
H2 0.41658 -5.93841 -1.30013
H3 -1.60889 -4.50911 -1.46804
C8 1.68623 5.58836 1.58829
C9 0.21101 5.87335 1.30203
S1 -0.84601 4.44449 0.95944
C10 -0.01839 3.63791 -0.42695
C11 1.18504 2.74454 -0.11709
S2 0.95856 1.78951 1.42123
C12 2.60982 1.86936 2.17851
C13 3.14418 3.28840 2.38471
S3 1.95064 4.50069 3.03164
H4 2.20162 6.53252 1.76611
H5 2.15249 5.12973 0.72063
H6 0.14446 6.59338 0.48367
H7 -0.26010 6.33355 2.17270
H8 0.28108 4.38481 -1.16669
H9 -0.79560 3.02778 -0.88871
H10 2.10320 3.31170 -0.00196
H11 1.34317 2.05231 -0.94372
H12 3.30345 1.26535 1.59271
H13 2.45997 1.37096 3.13694
H14 3.56793 3.68924 1.46563
H15 3.96751 3.22579 3.09601
C14 -5.38725 1.59693 -1.94661
C15 -4.20385 2.25860 -1.22941
C16 -3.73159 3.47357 -2.03799
C17 -4.63123 2.71056 0.17250
C18 -3.11655 1.26451 -1.11456
C19 -2.28662 0.41322 -0.96878
H16 -6.20762 2.31176 -2.04078
H17 -5.74105 0.73013 -1.38828
H18 -5.09819 1.26350 -2.94364
H19 -4.55568 4.18041 -2.15659
H20 -3.38867 3.17166 -3.02845
H21 -2.92167 3.99358 -1.52497
H22 -5.44496 3.43520 0.09804
H23 -3.79788 3.18025 0.69899
H24 -4.97524 1.85996 0.76142

Cartesian forces (eV/Å) of the 2 atoms listed first:
-0.070 -0.042 0.004
-0.001 0.005 -0.050

No. 6
C40H79ClNO10 | ωB97M-V/def2-TZVPD

## Properties
2S+1: 2
E in hartree: -2838.48678
Highest occupied orbital energy (spin up / spin down) in eV: -8.8 / -8.9
LUMO (spin up / spin down) in eV: 0.405 / -0.171

Cartesian coordinates (Å):
C1 -0.02525 -0.12691 -5.60401
C2 1.10355 0.64943 -6.53277
C3 2.59456 0.69548 -5.81743
O1 2.51625 0.56574 -4.32430
C4 2.20721 1.87378 -3.72657
C5 2.04849 1.88026 -2.09710
C6 1.45998 0.37614 -1.66208
C7 2.63785 -0.72893 -1.38262
C8 1.87816 -2.18969 -1.09166
Cl1 3.22062 -3.48537 -1.25198
C9 3.41920 2.15796 -1.25285
C10 3.81161 3.73111 -1.02525
C11 4.79665 4.32592 -2.24010
C12 4.80366 3.74257 0.32431
N1 2.66581 4.64839 -0.67745
O2 2.35701 4.63562 0.63382
C13 1.46168 4.48923 -1.57045
C14 1.61837 5.18295 -3.06666
C15 0.23884 5.35911 -0.82888
C16 0.87901 2.95021 -1.68308
H1 -0.53865 0.72208 -4.94765
H2 -0.85376 -0.66763 -6.24137
H3 0.44071 -0.94144 -4.89401
H4 1.13311 0.26005 -7.65336
H5 0.74178 1.77513 -6.60098
H6 3.20956 1.66240 -6.14564
H7 3.23024 -0.22143 -6.23491
H8 1.14389 2.19239 -4.16584
H9 2.97364 2.64306 -4.16136
H10 0.67088 -0.00956 -2.43645
H11 0.86853 0.50290 -0.63283
H12 3.31671 -0.93701 -2.34246
H13 3.28731 -0.52580 -0.41988
H14 1.51300 -2.11269 0.03789
H15 0.96944 -2.35633 -1.81315
H16 3.37973 1.66667 -0.16547
H17 4.31776 1.63807 -1.82496
H18 4.47698 3.96637 -3.30593
H19 5.87164 3.86041 -2.03036
H20 4.93139 5.49161 -2.17672
H21 5.03234 4.84649 0.68319
H22 4.36288 3.06373 1.19868
H23 5.86690 3.26653 0.07624
H24 1.65548 6.37492 -3.02095
H25 0.59674 4.93968 -3.63359
H26 2.46686 4.71705 -3.72359
H27 -0.18717 4.72053 0.05739
H28 -0.65058 5.45956 -1.61463
H29 0.62826 6.42756 -0.47164
H30 0.47113 2.65348 -0.60115
H31 -0.05024 2.92530 -2.39987
C17 -2.36919 -4.62068 -4.05658
C18 -2.09738 -3.14100 -4.10792
O3 -1.22387 -2.62759 -3.41047
C19 -2.93562 -2.31365 -5.04542
H32 -1.68943 -5.08969 -3.33732
H33 -3.39779 -4.79847 -3.73298
H34 -2.19762 -5.06426 -5.04061
H35 -3.98950 -2.38871 -4.76582
H36 -2.78927 -2.65442 -6.07347
H37 -2.62861 -1.26461 -4.97680
C20 -5.31521 0.75888 -1.63409
C21 -4.89156 -0.48869 -2.36214
O4 -4.90475 -0.54673 -3.59076
C22 -4.45128 -1.66261 -1.52901
H38 -5.60686 1.52277 -2.36265
H39 -6.17299 0.54160 -0.99273
H40 -4.48257 1.14267 -1.03917
H41 -5.27065 -1.98774 -0.88293
H42 -3.58016 -1.38672 -0.92944
H43 -4.17450 -2.49210 -2.18839
C23 -3.18440 -0.85667 2.73079
C24 -3.80416 0.16814 1.81886
O5 -4.49592 -0.16677 0.85846
C25 -3.54482 1.61856 2.12719
H44 -3.45658 -1.86019 2.38690
H45 -2.09578 -0.76294 2.70956
H46 -3.55829 -0.72242 3.74897
H47 -2.47218 1.82253 2.07908
H48 -3.93477 1.86309 3.11845
H49 -4.05411 2.24378 1.38614
C26 -0.79130 -5.39473 -0.08064
C27 -2.21138 -5.88223 -0.18874
O6 -3.06559 -5.23257 -0.78984
C28 -2.54610 -7.19520 0.46709
H50 -0.69647 -4.43543 -0.60039
H51 -0.52678 -5.25099 0.96994
H52 -0.11483 -6.11445 -0.54851
H53 -2.35972 -7.13162 1.54213
H54 -1.94784 -7.99512 0.02362
H55 -3.60593 -7.42062 0.30780
C29 0.87752 -0.78461 5.84068
C30 0.25776 0.24021 4.92876
O7 -0.43399 -0.09470 3.96836
C31 0.51710 1.69063 5.23709
H56 0.60535 -1.78812 5.49680
H57 1.96615 -0.69087 5.81946
H58 0.50363 -0.65035 6.85886
H59 1.58975 1.89460 5.18898
H60 0.12715 1.93516 6.22835
H61 0.00781 2.31585 4.49604
C32 -7.28557 -5.71648 1.25595
C33 -6.52103 -6.69736 2.10408
O8 -5.44947 -6.39173 2.62504
C34 -7.11803 -8.06667 2.29015
H62 -6.73543 -4.77064 1.20998
H63 -7.39370 -6.10790 0.24133
H64 -8.26724 -5.52904 1.69832
H65 -7.21870 -8.56277 1.32152
H66 -8.09220 -7.98394 2.77860
H67 -6.45765 -8.66730 2.92465
C35 5.42573 -3.53145 5.92195
C36 4.19374 -2.83039 6.42862
O9 3.52290 -2.10706 5.69390
C37 3.81424 -3.04834 7.86894
H68 5.57696 -3.28183 4.86639
H69 6.30030 -3.20152 6.48818
H70 5.30052 -4.61352 6.01106
H71 4.61711 -2.69687 8.52190
H72 3.61723 -4.10886 8.04479
H73 2.90514 -2.48082 8.09454
C38 3.72907 8.84080 3.62744
C39 3.85481 8.89453 2.12836
O10 4.58567 9.71663 1.57786
C40 3.05174 7.90372 1.32872
H74 4.36475 9.61344 4.07277
H75 2.69307 9.02855 3.92035
H76 4.05706 7.86442 3.99298
H77 1.98551 8.04976 1.51927
H78 3.34956 6.88562 1.59182
H79 3.24168 8.05976 0.26147

Cartesian forces (eV/Å) of the 2 atoms listed first:
0.089 0.227 0.093
-0.485 1.058 0.355

No. 7
C43H44BF3N2O6S | ωB97M-V/def2-TZVPD

## Properties
Structure (SMILES): COc1cc(C[C@@H]2C(=O)N(C)C(C)(C)N2/C=C/C(=C/C=C\C(C)=S)c2ccccc2)cc(OC)c1OC.FC(F)(F)c1ccc(B2Oc3ccccc3O2)cc1
E in hartree: -2948.56568
Highest occupied orbital energy in eV: -6.8
LUMO in eV: -0.771

Cartesian coordinates (Å):
C1 1.33545 -6.71533 -0.19773
O1 2.24956 -5.66220 0.16787
C2 1.74343 -4.43796 0.46467
C3 0.39699 -4.06456 0.41403
C4 -0.04956 -2.95115 1.12794
C5 -1.52256 -2.62969 1.17905
C6 -2.12979 -2.85221 2.57227
C7 -2.17122 -4.35491 2.88398
O2 -1.21847 -5.07611 3.16740
N1 -3.48331 -4.73706 2.83939
C8 -3.87143 -6.12745 2.88113
C9 -4.42879 -3.66312 2.56911
C10 -4.99238 -3.80177 1.14705
C11 -5.54735 -3.68161 3.62594
N2 -3.54773 -2.49439 2.68571
C12 -3.98971 -1.20652 2.72693
C13 -5.27622 -0.82290 2.42045
C14 -5.75333 0.52969 2.37874
C15 -4.91750 1.58948 2.53037
C16 -5.32968 2.86467 2.99061
C17 -4.74169 4.05555 2.60667
C18 -4.10429 4.19844 1.34478
C19 -3.54068 5.53334 0.96747
S1 -4.10314 2.93472 0.27911
C20 -7.20393 0.81567 2.15594
C21 -7.57742 1.92120 1.37027
C22 -8.91342 2.27856 1.22853
C23 -9.90416 1.52359 1.86666
C24 -9.55454 0.40299 2.63024
C25 -8.21184 0.02502 2.73584
C26 0.86635 -2.15875 1.82719
C27 2.22927 -2.48456 1.83330
O3 3.18309 -1.96492 2.65070
C28 2.84953 -0.86977 3.52357
C29 2.68598 -3.52728 0.99639
O4 4.01988 -3.78206 0.88325
C30 4.65013 -4.59214 1.92028
H1 1.97518 -7.58605 -0.34832
H2 0.60999 -6.90779 0.60591
H3 0.80689 -6.46588 -1.12790
H4 -0.32544 -4.69310 -0.11613
H5 -1.69709 -1.58171 0.89030
H6 -2.06637 -3.27073 0.46333
H7 -1.53548 -2.32463 3.34157
H8 -3.03772 -6.72078 3.26261
H9 -4.73968 -6.24372 3.53561
H10 -4.14213 -6.49159 1.88039
H11 -4.19204 -4.10224 0.45677
H12 -5.77903 -4.56752 1.14391
H13 -5.41325 -2.85575 0.79758
H14 -5.11202 -3.90391 4.60934
H15 -6.06473 -2.72334 3.68683
H16 -6.27641 -4.46024 3.37036
H17 -3.23524 -0.47955 3.05495
H18 -6.01324 -1.58350 2.14508
H19 -3.84198 1.42447 2.42923
H20 -6.12001 2.90842 3.74943
H21 -4.82435 4.93846 3.23797
H22 -4.34079 6.27606 0.87514
H23 -2.86493 5.87633 1.75058
H24 -3.00149 5.45354 0.02372
H25 -6.79080 2.49659 0.86909
H26 -9.17302 3.15614 0.63408
H27 -10.94847 1.81291 1.76371
H28 -10.32262 -0.17264 3.14610
H29 -7.92386 -0.86295 3.30638
H30 0.51331 -1.29223 2.39539
H31 3.73812 -0.72268 4.13946
H32 2.64478 0.03565 2.93601
H33 1.98227 -1.11250 4.15575
H34 5.69665 -4.64450 1.61664
H35 4.54905 -4.09312 2.88850
H36 4.19693 -5.58793 1.93314
F1 -3.89207 6.41082 7.85920
C31 -2.95479 5.69140 8.55737
F2 -3.62572 5.02714 9.54905
F3 -2.12934 6.58868 9.16334
C32 -2.22157 4.73682 7.65142
C33 -0.90842 4.98428 7.26801
C34 -0.28917 4.12352 6.36242
C35 -0.98029 3.02318 5.83059
B1 -0.41566 2.22438 4.64989
O5 0.78628 2.45815 3.94194
C36 0.54354 1.93412 2.68975
C37 1.28514 2.11299 1.53752
C38 0.73400 1.65925 0.33388
C39 -0.52538 1.06709 0.29186
C40 -1.26220 0.86515 1.46563
C41 -0.70948 1.29850 2.65770
O6 -1.30284 1.38838 3.89140
C42 -2.28231 2.75617 6.29505
C43 -2.90648 3.61622 7.19195
H37 -0.37525 5.84452 7.66076
H38 0.73470 4.32811 6.05120
H39 2.25347 2.59654 1.59433
H40 1.29854 1.77536 -0.59100
H41 -0.96794 0.75328 -0.65825
H42 -2.26511 0.43651 1.46299
H43 -2.82799 1.87923 5.94494
H44 -3.92075 3.41688 7.52522

Cartesian forces (eV/Å) of the 2 atoms listed first:
0.286 0.602 0.088
-0.432 -0.262 -0.703